Density functional theory data (ωB97M-V with the def2-TZVPD basis set) for 2 unconnected molecules or ions with the total composition C36H30F6O3P in a non-equilibrium geometry.

```
76
Properties=species:S:1:pos:R:3
F -5.2338 1.9903 4.8102
C -5.2352 0.8204 4.1033
F -6.0911 -0.0307 4.7469
F -5.7801 1.0939 2.8719
C -3.8589 0.2504 3.9495
C -3.6749 -1.1208 4.1148
C -2.4077 -1.6399 3.9561
C -1.2940 -0.8140 3.6410
C -0.0285 -1.4359 3.4522
C 1.2195 -0.8562 3.7811
C 1.4110 0.4887 4.2223
C 2.6748 1.0382 4.3003
C 3.7733 0.2304 4.0385
C 5.1462 0.8191 4.0178
F 6.0780 -0.0208 4.5670
F 5.5305 1.0583 2.7192
F 5.2311 2.0041 4.6868
C 3.6479 -1.1313 3.7585
C 2.3867 -1.6648 3.6312
C -1.5433 0.5758 3.4477
C -2.8102 1.0990 3.6115
H -4.5123 -1.7696 4.3600
H -2.2480 -2.7145 4.0711
H -0.0256 -2.4972 3.1686
H 0.5698 1.1236 4.4747
H 2.8060 2.0836 4.5743
H 4.5301 -1.7565 3.6465
H 2.2651 -2.7223 3.3790
H -0.7510 1.2489 3.1248
H -2.9895 2.1631 3.4733
C 1.2829 2.5316 -3.2190
O 0.3099 1.4732 -3.3048
C 0.1712 0.6033 -2.2636
C -0.8063 -0.4033 -2.4233
C -0.8868 -1.4371 -1.5122
C 0.0029 -1.5246 -0.4268
P 0.1040 -3.0067 0.6624
C -1.3125 -4.0409 0.0790
C -1.1660 -5.0987 -0.8381
C -2.2655 -5.7379 -1.3781
C -3.5695 -5.3548 -0.9925
O -4.5899 -5.9172 -1.7014
C -5.9478 -5.5875 -1.3579
C -3.7327 -4.4044 0.0518
C -2.6104 -3.7681 0.5723
C 1.5552 -3.9172 -0.0271
C 2.0205 -5.0694 0.6475
C 2.9823 -5.9028 0.0865
C 3.5243 -5.5744 -1.1857
O 4.3486 -6.3840 -1.9114
C 4.7636 -7.6441 -1.3518
C 3.1764 -4.3430 -1.7860
C 2.2194 -3.5307 -1.2057
C 0.8530 -0.4211 -0.1730
C 0.9589 0.6277 -1.0809
H 1.1010 3.1405 -4.1057
H 1.1356 3.1363 -2.3130
H 2.3066 2.1325 -3.2512
H -1.4535 -0.3690 -3.2957
H -1.6361 -2.2109 -1.6634
H -0.1725 -5.4084 -1.1583
H -2.1493 -6.5123 -2.1341
H -6.5496 -6.2422 -1.9885
H -6.1544 -5.7969 -0.2987
H -6.1767 -4.5386 -1.5958
H -4.7334 -4.1505 0.4121
H -2.7329 -3.0283 1.3633
H 1.5939 -5.3207 1.6188
H 3.2936 -6.8183 0.5979
H 5.4909 -8.0280 -2.0675
H 5.2402 -7.5067 -0.3705
H 3.9175 -8.3422 -1.2764
H 3.6469 -4.0713 -2.7288
H 1.9599 -2.5932 -1.6941
H 1.4515 -0.4059 0.7399
H 1.6675 1.4422 -0.9060
```

## Properties
Highest occupied orbital energy, eV: -10.06
Total charge: +1
Electronic energy, hartree: -2555.81937
Multiplicity: 1
Kohn-Sham gap, eV: 4.13

Density functional theory data (ωB97M-V with the def2-TZVPD basis set) for a molecular structure, C36H31InN6O4SbSe4 in a non-equilibrium geometry.

```
83
Properties=species:S:1:pos:R:3
In 0.1716 0.3613 0.1830
O -4.1030 -2.8352 1.2317
C -4.6704 -2.0680 0.2778
C -6.0285 -2.0663 0.1205
C -6.6159 -1.2369 -0.8447
C -5.8993 -0.2689 -1.5103
C -4.5116 -0.2169 -1.3876
C -3.9084 -1.1196 -0.5232
C -2.4277 -1.0321 -0.3998
O -1.8442 0.0729 -0.6118
N -1.7698 -2.0773 0.0897
N -0.5285 -1.8009 0.4202
C 0.2451 -2.7217 0.8270
C 1.6291 -2.3805 1.0394
C 2.5909 -3.3979 1.2190
C 3.9271 -3.0259 1.2880
C 4.2914 -1.6863 1.1077
C 3.2795 -0.7811 0.8402
N 1.9923 -1.0712 0.8001
H -3.1679 -2.7828 1.0849
H -6.6652 -2.7798 0.6704
H -7.6794 -1.4043 -0.9419
H -6.4306 0.3220 -2.2593
H -3.8658 0.4757 -1.9174
H -0.0373 -3.7783 0.9656
H 2.2681 -4.4336 1.2419
H 4.7090 -3.7624 1.5001
H 5.3474 -1.4436 1.1365
H 3.5873 0.2471 0.6489
C 3.5145 1.9626 -1.1287
C 3.4723 0.5897 -1.7209
C 4.6680 -0.0156 -2.0589
C 4.6892 -1.2454 -2.6390
C 3.4954 -1.9064 -2.9175
C 2.2629 -1.3321 -2.6417
C 0.9536 -1.9521 -3.0184
C 2.3043 -0.0688 -2.0504
N 1.0948 0.6025 -1.7144
C 0.7284 1.6916 -2.3903
O 1.1873 2.0338 -3.5032
C -0.1269 2.6908 -1.6178
C -0.5675 3.9286 -2.0694
C -1.1423 4.7549 -1.1164
C -1.2534 4.4187 0.2134
C -0.7974 3.1713 0.5564
N -0.2909 2.3659 -0.3528
C -0.8232 2.5849 1.9494
O -1.1212 3.2851 2.9091
N -0.3843 1.3101 1.9866
C -0.3244 0.5509 3.2011
C 0.8284 0.4353 3.9318
C 2.0170 1.1802 3.4260
C 0.8251 -0.2715 5.1033
C -0.2825 -0.8936 5.5355
C -1.4686 -0.8311 4.7765
C -1.4820 -0.0378 3.6531
C -2.7456 0.2467 2.9620
H 4.4945 2.2182 -0.8374
H 2.9077 1.9793 -0.2123
H 3.0716 2.6965 -1.7770
H 5.6338 0.4655 -1.8050
H 5.6197 -1.6921 -2.9366
H 3.4959 -2.8147 -3.4115
H 0.6185 -1.6536 -4.0303
H 0.1353 -1.5879 -2.3908
H 1.0243 -3.0205 -2.9600
H -0.4894 4.1905 -3.0863
H -1.4700 5.7231 -1.4843
H -1.7789 5.0178 0.9240
H 2.0543 2.1587 3.9935
H 2.0611 1.4318 2.3851
H 2.9269 0.6845 3.7348
H 1.6825 -0.1838 5.7393
H -0.2299 -1.4321 6.4865
H -2.4205 -1.2412 5.0599
H -3.4838 -0.5354 3.0747
H -2.5733 0.3239 1.8533
H -3.2096 1.1219 3.3667
Se 0.0656 3.9933 -6.3482
Sb -0.0029 1.6865 -5.5591
Se 1.3976 -0.0090 -6.4615
Se -2.3227 -1.1939 -4.1746
Se -2.3247 1.1158 -4.7032
```

## Properties
Highest occupied orbital energy, eV: -3.87
Total charge: -1
Electronic energy, hartree: -12056.26776
Multiplicity: 1
Kohn-Sham gap, eV: 4.61

Density functional theory data (ωB97M-V with the def2-TZVPD basis set) for a molecular structure, C36H31N3O4P2Ti.

```
77
Properties=species:S:1:pos:R:3
Ti -0.9152 0.5808 -0.5925
C -1.6761 -1.7703 -2.8982
P -0.0649 -1.0804 -2.3760
C 0.8977 -0.6463 -3.8424
C 1.7274 -1.5580 -4.4901
C 2.3974 -1.1756 -5.6421
C 2.2417 0.1081 -6.1488
C 1.4171 1.0200 -5.5049
C 0.7487 0.6447 -4.3490
C 0.8334 -2.4149 -1.5460
C 2.1082 -2.1169 -1.0605
C 2.8259 -3.0670 -0.3524
C 2.2696 -4.3183 -0.1162
C 0.9991 -4.6148 -0.5883
C 0.2754 -3.6655 -1.2989
C -2.4967 -1.8477 -1.6471
C -3.3958 -2.7796 -1.2118
C -3.8379 -2.3597 0.0813
C -3.1877 -1.1941 0.3620
C -3.2311 -0.2993 1.5637
P -1.4635 0.0852 1.8774
C -0.8068 -1.2947 2.8405
C -0.0612 -2.2832 2.2014
C 0.3833 -3.3847 2.9190
C 0.0839 -3.5035 4.2670
C -0.6652 -2.5214 4.9064
C -1.1132 -1.4202 4.1963
C -1.2919 1.5819 2.8845
C -0.2080 1.7257 3.7504
C 0.0246 2.9385 4.3837
C -0.8161 4.0188 4.1497
C -1.8888 3.8852 3.2799
C -2.1259 2.6749 2.6445
N -2.3344 -0.8598 -0.6871
H -1.5774 -2.7277 -3.4082
H -2.0889 -1.0570 -3.6181
H 1.8537 -2.5587 -4.0954
H 3.0428 -1.8823 -6.1473
H 2.7672 0.4006 -7.0488
H 1.2974 2.0207 -5.8987
H 0.1063 1.3552 -3.8396
H 2.5417 -1.1430 -1.2594
H 3.8189 -2.8367 0.0119
H 2.8299 -5.0632 0.4336
H 0.5642 -5.5886 -0.4031
H -0.7290 -3.8940 -1.6301
H -3.7208 -3.6562 -1.7513
H -4.5590 -2.8582 0.7106
H -3.6986 -0.7754 2.4237
H -3.7685 0.6272 1.3469
H 0.1737 -2.1948 1.1443
H 0.9634 -4.1497 2.4182
H 0.4336 -4.3630 4.8239
H -0.9008 -2.6155 5.9582
H -1.6993 -0.6586 4.6963
H 0.4515 0.8866 3.9383
H 0.8603 3.0379 5.0646
H -0.6369 4.9634 4.6473
H -2.5451 4.7255 3.0930
H -2.9608 2.5944 1.9590
C 2.8839 1.3383 0.7199
C 1.9282 2.3293 0.1609
N 0.7122 2.0764 -0.2938
C 0.1880 3.2855 -0.7142
C 1.1016 4.2746 -0.5120
N 2.1834 3.6421 0.0370
C 1.1612 5.7522 -0.7068
O 0.0983 6.3331 -1.2060
O 2.1782 6.3232 -0.4063
C -1.1944 3.3349 -1.2422
O -1.7120 4.3813 -1.5773
O -1.7729 2.1640 -1.2889
H 2.3452 0.5543 1.2495
H 3.5753 1.8181 1.4103
H 3.4685 0.8784 -0.0779
H 3.0230 4.1450 0.2944
H -0.6401 5.6928 -1.3720
```

## Properties
Highest occupied orbital energy (alpha / beta), eV: -10.43 / -10.43
Total charge: +1
Electronic energy, hartree: -3387.84255
Multiplicity: 2
Kohn-Sham gap (alpha / beta), eV: 7.21 / 7.44

Q: What is the formula in the third record?
A: C36H31N3O4P2Ti

Q: Among the records above, which one has the lowest total charge?
A: C36H31InN6O4SbSe4